[1]
16
Properties=species:S:1:pos:R:3 method="wB97M-V/def2-TZVPD" smiles=C#CC[C@]1(C)CN1 lumo_energy_ha=0.03736 relative_energy_kj_mol=345.3
C -0.75134 0.52885 2.37698
C -0.13246 0.93115 1.42450
C 0.36394 1.16718 0.07762
C 0.15251 -0.25080 -0.45774
C -1.24577 -0.52739 -0.97085
C 0.88982 -1.23925 0.37535
N 1.26146 -1.00097 -1.01769
H -1.34055 0.58022 3.24833
H -0.28428 1.92753 -0.37081
H 1.40152 1.51484 0.00630
H -1.97463 0.14835 -0.51491
H -1.57019 -1.55208 -0.76246
H -1.26940 -0.36769 -2.05404
H 1.63251 -0.88147 1.09095
H 0.35199 -2.12726 0.69783
H 0.89270 -1.74566 -1.60422



[2]
16
Properties=species:S:1:pos:R:3 method="wB97M-V/def2-TZVPD" lumo_energy_ha=0.01028 relative_energy_kj_mol=510.0
C -0.79733 1.70692 -1.13971
C 0.60056 1.16135 -0.99420
C 1.81433 1.60672 -1.11740
C 0.84949 -0.31421 -0.58144
N 0.75641 -0.46148 0.86004
C 0.31651 -1.75513 1.34945
C -0.59316 -0.58664 1.36913
H -1.37714 1.06398 -1.81529
H -0.80603 2.71944 -1.55572
H -1.31942 1.72550 -0.17421
H 0.08010 -0.89525 -1.12325
H 1.83072 -0.69292 -0.89355
H 0.77135 -2.11143 2.27333
H 0.09484 -2.52668 0.61338
H -1.40083 -0.57949 0.63791
H -0.82042 -0.06066 2.29154



[3]
16
Properties=species:S:1:pos:R:3 method="wB97M-V/def2-TZVPD" lumo_energy_ha=0.03319 relative_energy_kj_mol=468.6
C -1.21399 -0.83489 -0.53851
C 0.14748 -0.54233 0.03807
C 0.61270 0.91134 -0.01135
C -0.13572 1.70241 0.96828
C -0.77726 2.29523 1.79672
C 1.86714 -1.99332 0.47810
N 1.14418 -1.47550 -0.49919
H -1.94960 -0.23212 -0.00347
H -1.44546 -1.89496 -0.37702
H -1.26465 -0.61784 -1.60886
H 0.47776 1.31575 -1.02038
H 1.68653 0.96043 0.21773
H -1.34116 2.82955 2.52903
H 2.02336 -1.13522 1.17513
H 0.09045 -0.85649 1.08505
H 0.79683 -2.11646 -1.20949



[4]
16
Properties=species:S:1:pos:R:3 method="wB97M-V/def2-TZVPD" lumo_energy_ha="0.04055 / 0.04053" relative_energy_kj_mol=474.2
C 1.79755 -0.62306 0.23189
N 0.88635 0.44067 -0.13440
C 0.06672 0.90005 0.84990
C -0.91761 1.48304 -0.12972
C -0.32209 0.33840 -1.00596
C -1.07963 -0.91527 -0.60998
C -1.00552 -1.15119 0.68664
H 1.25364 -1.30964 0.90466
H 2.14206 -1.17150 -0.64430
H 2.65173 -0.19009 0.76408
H 0.46398 1.30980 1.78312
H -0.69075 2.48624 -0.50844
H -1.95644 1.40791 0.17942
H -0.14005 0.49024 -2.06906
H -1.65137 -1.44034 -1.37395
H -1.49857 -2.05525 1.07609



[5]
16
Properties=species:S:1:pos:R:3 method="wB97M-V/def2-TZVPD" lumo_energy_ha=0.00066 relative_energy_kj_mol=466.7
C 1.38967 -0.54324 1.05632
C 1.29500 0.47006 -0.04256
C -0.28174 -0.56711 -1.27510
C -1.54853 -1.03321 -0.65888
C 0.46084 1.55209 -0.06064
C -0.63348 1.67839 0.84442
N -1.55451 1.73236 1.54876
H 0.49494 -0.53100 1.68402
H 1.50730 -1.52939 0.60600
H 2.26067 -0.34577 1.69447
H 2.15474 0.52007 -0.70997
H -0.57728 0.11566 -2.09422
H -2.42376 -0.36649 -0.59246
H -1.72606 -1.74592 -1.50034
H -1.48047 -1.65557 0.23944
H 0.63032 2.37286 -0.75254



[6]
16
Properties=species:S:1:pos:R:3 method="wB97M-V/def2-TZVPD" lumo_energy_ha="0.02375 / 0.01822" relative_energy_kj_mol=674.8
C -2.14264 -0.11632 -1.48882
C -0.78016 0.30158 -1.11385
C 0.41268 0.61145 -1.29082
C 1.65753 0.96653 -0.85510
C 0.23573 0.48611 1.18490
C 0.44967 -0.94148 1.33814
N 0.25214 0.00590 2.45009
H -2.41500 -1.05814 -0.99653
H -2.24576 -0.27203 -2.57048
H -2.88442 0.63330 -1.19056
H 1.97572 2.00412 -0.88789
H 2.44300 0.22456 -0.76250
H 0.10807 1.42767 0.73081
H 1.44952 -1.35831 1.28355
H -0.34575 -1.63719 1.07460
H -0.55449 -0.00538 3.05296



What did the fourth record say?
16
Properties=species:S:1:pos:R:3 method="wB97M-V/def2-TZVPD" lumo_energy_ha="0.04055 / 0.04053" relative_energy_kj_mol=474.2
C 1.79755 -0.62306 0.23189
N 0.88635 0.44067 -0.13440
C 0.06672 0.90005 0.84990
C -0.91761 1.48304 -0.12972
C -0.32209 0.33840 -1.00596
C -1.07963 -0.91527 -0.60998
C -1.00552 -1.15119 0.68664
H 1.25364 -1.30964 0.90466
H 2.14206 -1.17150 -0.64430
H 2.65173 -0.19009 0.76408
H 0.46398 1.30980 1.78312
H -0.69075 2.48624 -0.50844
H -1.95644 1.40791 0.17942
H -0.14005 0.49024 -2.06906
H -1.65137 -1.44034 -1.37395
H -1.49857 -2.05525 1.07609